(1)
Here is C4H7NO in the gas phase at a distorted geometry from the OMol25 dataset. Energies are from ωB97M-V with the def2-TZVPD basis set.

Structure (ORCA input):
```
! wB97M-V def2-TZVPD RIJCOSX def2/J DEFGRID3
* xyz 0 1
C -1.3119 -0.8490 -1.3406
C -0.1653 -0.6256 -0.3775
O 0.3562 -1.5820 0.1833
C 0.2301 0.7222 -0.0963
C 0.7952 1.0607 1.2411
N 1.8662 0.1853 1.0341
H -0.9510 -1.4465 -2.1794
H -1.7638 0.0649 -1.7263
H -2.0788 -1.4327 -0.8295
H -0.0223 1.5327 -0.7922
H 0.1423 0.9409 2.1028
H 1.1734 2.0781 1.1465
H 1.7296 -0.6490 1.6340
*
```

Output
maximum force: 1.182 eV/A
energy: -7795.343 eV
ΔE to the lowest compared entry with this formula, charge and spin: 4.302 eV
gap between HOMO and LUMO (spin up / spin down): 0.299 / 0.328 hartree
highest occupied orbital energy (spin up / spin down): -9.01 / -9.05 eV

(2)
Here is a molecular structure, C34H54Cl5RuSb from the OMol25 dataset. Energies are from ωB97M-V with the def2-TZVPD basis set.

Structure (ORCA input):
```
! wB97M-V def2-TZVPD RIJCOSX def2/J DEFGRID3
* xyz 1 6
Ru 0.4993 -0.0429 0.0150
C -1.3080 2.7427 -1.0033
C -1.6627 1.4276 -0.3561
C -2.3545 0.4776 -1.1329
C -2.4189 0.6663 -2.6256
C -3.0414 -0.5632 -0.5110
C -3.9175 -1.4481 -1.3629
C -2.9217 -0.7624 0.8774
C -3.5381 -1.9751 1.5366
C -2.1963 0.1474 1.6545
C -2.2058 0.0770 3.1628
C -1.5680 1.2559 1.0413
C -1.0319 2.3765 1.9099
H -2.2347 3.2511 -1.2844
H -0.7227 2.6297 -1.9123
H -0.7689 3.4039 -0.3392
H -1.4616 0.9971 -3.0279
H -3.1578 1.4235 -2.9018
H -2.6846 -0.2522 -3.1414
H -3.3266 -2.0589 -2.0496
H -4.5904 -0.8448 -1.9729
H -4.5355 -2.1204 -0.7791
H -4.4929 -1.7527 2.0174
H -2.8778 -2.3701 2.3076
H -3.7062 -2.7834 0.8316
H -1.2043 0.1551 3.5851
H -2.6527 -0.8343 3.5440
H -2.7799 0.9093 3.5762
H -0.1706 2.8801 1.4783
H -0.7453 2.0364 2.8988
H -1.8075 3.1364 2.0421
Cl 2.6643 0.6516 -3.1010
C 1.6620 -0.7762 -3.0440
C 0.9126 -1.0633 -1.9064
C 0.1559 -2.2244 -1.9952
Cl -0.7899 -2.6598 -0.5827
C 0.1066 -3.0716 -3.0947
Cl -0.8733 -4.4794 -3.0821
C 0.8792 -2.7436 -4.2057
Cl 0.8558 -3.7505 -5.5864
C 1.6657 -1.5909 -4.1766
Cl 2.6199 -1.1910 -5.5434
C 0.2975 -4.0006 2.3013
C 1.2918 -3.1150 3.0531
C 0.5071 -2.4024 4.1539
C 2.3642 -4.0167 3.6693
Sb 2.1428 -1.5922 1.7705
C 3.1047 -0.1863 3.1234
C 3.8323 -0.8048 4.3168
C 2.0364 0.7748 3.6482
C 4.1177 0.6205 2.3058
C 3.7179 -2.5143 0.6275
C 4.9112 -2.9548 1.4724
C 4.1890 -1.5099 -0.4262
C 3.1141 -3.7304 -0.0818
H 0.0139 -4.8230 2.9662
H 0.6894 -4.4406 1.3870
H -0.6167 -3.4634 2.0465
H -0.0513 -3.1515 4.7252
H -0.2200 -1.6974 3.7518
H 1.1416 -1.8710 4.8592
H 1.8994 -4.6131 4.4613
H 3.2000 -3.4845 4.1139
H 2.7599 -4.7216 2.9374
H 3.1636 -1.3215 5.0012
H 4.3145 -0.0065 4.8904
H 4.6173 -1.4994 4.0177
H 1.3311 0.2952 4.3273
H 1.4507 1.2452 2.8542
H 2.5259 1.5838 4.2001
H 5.0082 0.0413 2.0636
H 4.4429 1.4813 2.8989
H 3.7148 1.0111 1.3680
H 5.3820 -2.1197 1.9892
H 5.6663 -3.3863 0.8071
H 4.6587 -3.7163 2.2059
H 4.8301 -0.7357 -0.0073
H 3.3640 -1.0271 -0.9449
H 4.7691 -2.0430 -1.1869
H 2.8211 -4.5150 0.6149
H 3.8691 -4.1579 -0.7487
H 2.2491 -3.4683 -0.6951
C 2.1170 3.8991 -1.9060
C 2.0471 3.5859 -0.4149
C 3.3435 4.0281 0.2896
C 1.8135 2.1448 -0.0883
H 1.9993 4.9712 -2.0630
H 1.3536 3.3858 -2.4865
H 3.0858 3.6124 -2.3189
H 1.2358 4.1695 0.0313
H 4.1873 3.4146 -0.0314
H 3.2614 3.9558 1.3743
H 3.5707 5.0652 0.0368
H 1.6126 1.9268 0.9640
H 2.3642 1.3861 -0.6458
*
```

Output
maximum force: 0.689 eV/A
<S²>: 8.768
energy: -107856.970 eV
ΔE to the lowest compared entry with this formula, charge and spin: 0.222 eV
gap between HOMO and LUMO (spin up / spin down): 0.321 / 0.267 hartree
highest occupied orbital energy (spin up / spin down): -10.49 / -11.43 eV

(3)
Here is C19H32N4O4 in the gas phase at a distorted geometry from the OMol25 dataset. Energies are from ωB97M-V with the def2-TZVPD basis set.

Structure (ORCA input):
```
! wB97M-V def2-TZVPD RIJCOSX def2/J DEFGRID3
* xyz 0 1
C 1.2438 -2.7517 2.6904
C 1.4487 -3.8577 1.6595
N 1.1714 -3.3930 0.3119
C 1.9470 -2.2828 -0.1942
C 3.4468 -2.5724 -0.1832
C 0.1609 -3.9730 -0.3588
O -0.3752 -5.0161 -0.0075
C -0.3282 -3.3245 -1.6025
N -0.5526 -4.0738 -2.7224
C -1.1658 -3.2784 -3.6283
N -1.3644 -2.0815 -3.1598
C -0.8641 -2.0801 -1.8869
C -1.0001 -0.8946 -1.0144
O -0.5882 -0.8581 0.1313
N -1.6605 0.1014 -1.6458
C -1.9008 1.4328 -1.1150
C -2.5807 1.3800 0.2547
C -3.3017 2.6796 0.6230
C -2.3295 3.8462 0.7723
C -4.0805 2.4776 1.9217
C -0.5350 2.1445 -1.1293
O -0.1503 2.7555 -2.0972
O 0.1370 1.9223 -0.0231
C 1.5164 2.3338 0.1392
C 2.3827 1.6750 -0.9338
C 1.8840 1.8109 1.5278
C 1.6279 3.8561 0.0768
H 1.1918 -3.1850 3.6855
H 0.3142 -2.2272 2.4836
H 2.0604 -2.0338 2.6723
H 2.4663 -4.2560 1.7149
H 0.7496 -4.6757 1.8461
H 1.7264 -1.3900 0.3971
H 1.6310 -2.0908 -1.2208
H 3.8363 -2.6208 0.8297
H 3.6560 -3.5150 -0.6843
H 3.9693 -1.7778 -0.7097
H -0.3354 -5.0549 -2.8010
H -1.4423 -3.6036 -4.6111
H -1.8727 -0.0797 -2.6174
H -2.5418 1.9510 -1.8358
H -1.8372 1.1308 1.0108
H -3.3097 0.5670 0.2243
H -4.0147 2.9210 -0.1747
H -1.8299 4.0628 -0.1688
H -2.8601 4.7425 1.0875
H -1.5757 3.6106 1.5202
H -3.4008 2.2293 2.7336
H -4.6198 3.3834 2.1893
H -4.7999 1.6687 1.8181
H 3.4309 1.8863 -0.7408
H 2.2277 0.5984 -0.9227
H 2.1214 2.0572 -1.9170
H 2.9439 1.9523 1.7177
H 1.6405 0.7537 1.5894
H 1.3134 2.3357 2.2893
H 0.9682 4.3125 0.8114
H 2.6508 4.1548 0.2885
H 1.3527 4.2143 -0.9115
*
```

Output
maximum force: 1.019 eV/A
energy: -34374.978 eV
structure (SMILES): CCN(CC)C(=O)c1[nH]cnc1C(=O)N[C@@H](CC(C)C)C(=O)OC(C)(C)C
ΔE to the lowest compared entry with this formula, charge and spin: 0.193 eV
gap between HOMO and LUMO: 0.360 hartree
highest occupied orbital energy: -9.11 eV

(4)
Here is a molecular structure, C24H33ClN4O3 at a distorted geometry from the OMol25 dataset. Energies are from ωB97M-V with the def2-TZVPD basis set.

Structure (ORCA input):
```
! wB97M-V def2-TZVPD RIJCOSX def2/J DEFGRID3
* xyz 0 1
C 1.5955 0.5716 -4.3920
C 0.4227 0.3937 -3.5015
C -0.0309 1.2707 -2.5186
N -1.0869 0.8194 -2.0300
C -1.1704 -0.4053 -2.7352
C -2.2654 -1.1808 -2.2776
C -2.3594 -2.3294 -2.8879
C -3.1665 -3.4889 -2.5114
C -4.1392 -3.1151 -1.5773
C -4.2467 -1.8632 -1.0125
C -3.1423 -0.8929 -1.0939
H -3.0380 0.0550 -0.7837
Cl -5.4122 -1.4787 -0.0143
H -5.0394 -3.7916 -1.2131
H -3.2034 -4.4670 -3.0159
H -1.5528 -2.6448 -3.5249
O -0.3693 -0.5613 -3.5810
C 0.4757 2.8814 -2.3308
N 1.9425 2.6368 -1.8742
C 2.1881 2.1196 -0.6798
C 1.8826 2.7199 0.4968
C 2.1888 2.0705 1.8590
O 3.1502 2.1525 2.5573
N 1.3154 0.9848 2.0190
H 0.8223 0.4858 1.3813
C 1.5266 -0.2010 3.0104
H 1.6648 -1.1061 2.3799
H 2.5119 0.1113 3.6668
C 0.3407 -0.0467 3.9304
C -0.9698 -0.6813 3.2312
N -0.5692 -2.0155 2.6369
C -1.4533 -2.2646 1.3894
C -1.1314 -3.4799 0.7563
O -1.0763 -4.5645 1.4307
C -0.2007 -4.3107 2.5791
C -0.6117 -3.1428 3.6423
H 0.2008 -3.0711 4.1938
H -1.7896 -3.1049 3.9809
H -0.2288 -5.2211 3.3163
H 0.8765 -4.0779 2.4130
H -1.9967 -3.6480 -0.1051
H -0.1590 -3.0395 0.4079
H -1.5051 -1.2624 0.7266
H -2.6136 -2.2762 1.6873
H -1.0794 0.0435 2.5266
H -1.8135 -0.9276 3.9330
H 0.5179 -0.8443 4.6961
H 0.0128 0.7630 4.2151
C 2.5298 4.0207 0.6455
C 2.2176 5.0270 -0.6189
C 2.5782 4.0298 -1.8811
H 2.3240 4.5649 -2.8052
H 3.5922 3.7217 -1.8561
H 2.5526 5.8807 -0.7256
H 0.8995 5.1378 -0.7477
H 3.3850 4.0791 0.8548
H 2.1446 4.6473 1.3855
H 0.7197 2.9465 0.5402
H 1.7523 1.0250 -0.7325
H 3.0169 1.9652 -0.6283
H 0.4028 3.3257 -3.2809
H -0.2198 3.2302 -1.4862
H 2.2399 -0.4712 -4.4031
H 1.3799 0.9096 -5.4594
H 2.2698 1.3855 -4.2039
*
```

Output
maximum force: 17.870 eV/A
energy: -50030.629 eV
ΔE to the lowest compared entry with this formula, charge and spin: 19.170 eV
gap between HOMO and LUMO: 0.293 hartree
highest occupied orbital energy: -7.82 eV

(5)
Here is a molecular structure, C20H22AlBBr2Cl3F9N2NaO12PS at a distorted geometry from the OMol25 dataset. Energies are from ωB97M-V with the def2-TZVPD basis set.

Structure (ORCA input):
```
! wB97M-V def2-TZVPD RIJCOSX def2/J DEFGRID3
* xyz 0 1
C 4.3976 -0.1838 1.2785
B 3.6469 0.4829 0.1108
O 3.9465 1.5895 -0.5386
N 2.3299 -0.0847 -0.5213
C 2.3429 -1.2139 -1.2160
C 1.1987 -1.6913 -1.8127
C 0.0429 -0.9517 -1.7070
C 0.0284 0.2451 -1.0206
C -1.1272 1.1655 -0.9011
C -2.5321 0.6043 -0.9589
C -3.4800 1.6919 -0.4558
F -2.8339 2.8518 -0.2728
F -4.3852 1.9215 -1.4237
C -4.3536 1.3052 0.7776
F -5.1500 0.3056 0.4099
F -5.0733 2.3693 1.0181
S -3.4241 0.7352 2.3397
F -3.2147 -0.6100 1.4969
F -2.0444 1.2775 1.7445
F -3.6045 2.0740 3.1013
F -4.7411 0.1935 2.9704
F -2.6026 0.1173 3.5081
C 1.2017 0.6323 -0.3953
C 1.2195 1.8284 0.4433
Br 1.1773 1.3561 2.2487
C 1.2252 3.1001 0.1083
C 1.2165 4.2305 1.0813
Br 1.1926 3.5878 -1.7372
H 5.0089 0.5759 1.7505
H 5.0784 -0.9439 0.9095
H 3.7550 -0.6021 2.0397
H 4.4525 2.2536 -0.0215
H 3.2675 -1.7534 -1.2825
H 1.2640 -2.6147 -2.3573
H -0.8642 -1.2947 -2.1623
H -0.9915 1.7992 -0.0528
H -1.0775 1.8122 -1.7757
H -2.6373 -0.3242 -0.4374
H -2.7572 0.3934 -1.9970
H 2.1133 4.1851 1.6844
H 0.3493 4.1221 1.7219
H 1.1459 5.1775 0.5683
C -0.9780 -5.5305 0.8095
C -1.2578 -4.5734 1.7811
C -1.8398 -3.3691 1.4190
C -2.1509 -3.1260 0.0832
C -1.8774 -4.0833 -0.8843
C -1.2859 -5.2858 -0.5211
H -0.5288 -6.4693 1.1010
H -1.0212 -4.7785 2.8177
H -2.0554 -2.6163 2.1627
H -2.6160 -2.1860 -0.1973
H -2.1329 -3.9000 -1.9336
H -1.0707 -6.0366 -1.2706
O -2.3403 -9.0003 4.4537
P -1.9367 -7.7983 3.6087
O -3.1004 -6.8186 3.6014
O -1.5929 -8.2211 2.1883
O -0.7068 -7.1386 4.2267
C 4.2334 2.0307 -3.7668
Cl 2.9316 0.8531 -3.3509
Cl 5.0752 1.5498 -5.2228
H 3.7704 2.9962 -3.9261
H 4.9323 2.0660 -2.9348
Al -0.9338 5.0114 -1.4851
O 6.7214 4.8998 -1.3192
Cl 6.9718 3.5016 -1.1285
O 8.2834 3.2667 -0.6222
O 6.7500 2.7766 -2.3593
O 5.9963 2.9917 -0.1555
Na -1.1237 -2.5903 -3.3147
N -4.9664 4.9735 -0.5269
O -6.0572 4.4368 -0.7819
O -4.0371 4.9402 -1.3877
O -4.7626 5.5117 0.5724
*
```

Output
maximum force: 2.724 eV/A
energy: -282551.270 eV
ΔE to the lowest compared entry with this formula, charge and spin: 0.000 eV
gap between HOMO and LUMO: 0.160 hartree
highest occupied orbital energy: -8.27 eV

(6)
Here is a molecular structure, C54H46Br2ClN4O10PSrTe2 from the OMol25 dataset. Energies are from ωB97M-V with the def2-TZVPD basis set.

Structure (ORCA input):
```
! wB97M-V def2-TZVPD RIJCOSX def2/J DEFGRID3
* xyz -2 1
Sr 0.0474 -0.1924 -0.1546
C -1.0075 7.4606 -0.7017
C -0.6474 6.0240 -0.4296
C 0.6712 5.6296 -0.2126
C 1.0067 4.3203 0.0663
C 2.4610 3.9968 0.1804
O 3.2369 4.4308 -0.6541
C 3.0098 3.2372 1.3530
C 2.2521 2.9540 2.4821
C 2.8448 2.3397 3.5770
C 4.1887 1.9982 3.5441
C 4.9437 2.2618 2.4082
C 4.3554 2.8798 1.3187
C 0.0159 3.2929 0.1314
O 0.3369 2.1076 0.4361
C -1.3366 3.6845 -0.1738
C -1.6127 5.0316 -0.4264
C -2.4468 2.7162 -0.2211
N -2.3204 1.4580 0.0086
C -3.4646 0.5571 -0.0700
C -3.4312 -0.3807 1.1253
Te -5.0925 -1.7153 1.1088
C -6.4089 -0.1428 1.6408
C -6.4271 0.3464 2.9460
C -7.2455 1.4119 3.2922
C -8.0671 1.9974 2.3384
C -8.0593 1.5180 1.0376
C -7.2319 0.4576 0.6911
C -3.7997 3.3004 -0.5441
C -4.2169 3.4267 -1.8630
C -5.4761 3.9341 -2.1512
C -6.3271 4.3181 -1.1236
C -5.9148 4.1891 0.1958
C -4.6552 3.6854 0.4829
H -0.1140 8.0862 -0.7168
H -1.6788 7.8691 0.0584
H -1.5044 7.5781 -1.6675
H 1.4695 6.3621 -0.2742
H 1.2020 3.2089 2.5015
H 2.2487 2.1193 4.4513
H 4.6430 1.5102 4.3978
H 5.9890 1.9793 2.3711
H 4.9204 3.0961 0.4217
H -2.6363 5.3273 -0.6339
H -3.3511 -0.0459 -0.9746
H -4.4292 1.0675 -0.1121
H -3.4884 0.1628 2.0700
H -2.5442 -1.0094 1.1299
H -5.7884 -0.1083 3.6930
H -7.2410 1.7845 4.3088
H -8.7064 2.8288 2.6087
H -8.6839 1.9796 0.2825
H -7.2079 0.1034 -0.3315
H -3.5508 3.1221 -2.6603
H -5.7944 4.0251 -3.1822
H -7.3104 4.7112 -1.3501
H -6.5778 4.4699 1.0046
H -4.3358 3.5694 1.5123
O -0.6896 -4.0650 5.2269
C -1.0488 -2.9309 5.7646
O -1.4766 -2.8482 6.8981
C -0.8867 -1.7085 4.9194
C -1.1699 -0.4261 5.3358
Cl -1.8613 0.1208 6.7977
N -0.8863 0.4241 4.3223
N -0.4714 -0.2526 3.2297
C -0.4482 -1.5270 3.5745
C 0.0505 -2.5322 2.5386
O 0.1226 -3.7296 2.8953
O 0.3520 -2.0548 1.4398
C -0.9497 1.8448 4.3125
C -0.4711 2.5616 5.4008
C -0.5339 3.9455 5.3866
C -1.0569 4.6078 4.2851
C -1.5026 3.8808 3.1906
C -1.4477 2.4932 3.1946
H -0.3053 -3.9256 4.2658
H -0.0410 2.0422 6.2454
H -0.1548 4.5046 6.2328
H -1.0947 5.6895 4.2660
H -1.8695 4.3948 2.3131
H -1.7457 1.9230 2.3248
C 3.2579 -0.6660 1.6386
C 3.6780 -0.3635 0.2315
C 5.0426 -0.3606 -0.1277
C 5.3970 -0.1187 -1.4211
C 4.4025 0.1215 -2.3932
C 4.6622 0.3665 -3.7639
Br 6.4522 0.4071 -4.4226
C 3.6336 0.5721 -4.6373
C 2.3099 0.5510 -4.1952
Br 0.9323 0.8503 -5.4664
C 1.9339 0.3364 -2.8621
O 0.7448 0.3205 -2.4437
C 3.0606 0.1059 -1.9522
N 2.7391 -0.1318 -0.6551
H 4.0686 -0.4709 2.3394
H 2.9572 -1.7115 1.7215
H 2.4000 -0.0587 1.9301
H 5.7913 -0.5462 0.6323
H 6.4373 -0.1100 -1.7189
H 3.8334 0.7536 -5.6847
C -3.1505 -1.2194 -3.8417
C -3.7883 -2.2509 -2.9360
O -2.8609 -3.3005 -2.6218
P -1.8893 -3.1346 -1.3430
O -1.6724 -1.6728 -1.0821
Te -0.0300 -4.5613 -1.7057
O -2.7947 -3.5896 -0.0772
C -3.1217 -4.9565 0.1830
C -3.1313 -5.1597 1.6795
H -3.8758 -0.4402 -4.0909
H -2.8098 -1.6837 -4.7669
H -2.2919 -0.7577 -3.3559
H -4.6309 -2.7440 -3.4284
H -4.1662 -1.7949 -2.0162
H -2.3666 -5.5934 -0.2874
H -4.0940 -5.1697 -0.2722
H -2.1286 -5.0217 2.0807
H -3.4659 -6.1728 1.9141
H -3.8040 -4.4549 2.1708
*
```

Output
maximum force: 0.610 eV/A
energy: -260511.079 eV
ΔE to the lowest compared entry with this formula, charge and spin: 0.000 eV
gap between HOMO and LUMO: 0.212 hartree
highest occupied orbital energy: -2.39 eV

(7)
Here is C4H9NO in the gas phase from the OMol25 dataset. Energies are from ωB97M-V with the def2-TZVPD basis set.

Structure (ORCA input):
```
! wB97M-V def2-TZVPD RIJCOSX def2/J DEFGRID3
* xyz 0 1
C 0.6922 0.5626 -1.6342
C 0.4193 -0.4532 -0.5327
O 1.3689 -1.4978 -0.7357
C 0.4974 -0.0387 0.9024
C -1.7543 0.6141 1.0707
N -0.6262 0.1387 1.6033
H 0.6798 0.0523 -2.6038
H -0.0746 1.3437 -1.6402
H 1.6743 1.0250 -1.4978
H -0.6219 -0.8198 -0.6704
H 1.2416 -2.1209 -0.0083
H 1.4398 -0.0780 1.4348
H -2.7150 0.3642 1.4929
H -1.6523 1.3189 0.2610
H -0.6349 -0.1541 2.5815
*
```

Output
maximum force: 0.355 eV/A
energy: -7828.923 eV
ΔE to the lowest compared entry with this formula, charge and spin: 3.397 eV
gap between HOMO and LUMO: 0.289 hartree
highest occupied orbital energy: -6.99 eV